# 1
{
  "formula": "C4H12B3CaF12O2",
  "method": "ωB97M-V/def2-TZVPD",
  "symbols": ["Ca", "B", "F", "F", "F", "F", "B", "F", "F", "F", "F", "B", "F", "F", "F", "F", "C", "C", "O", "H", "H", "H", "H", "H", "H", "C", "C", "O", "H", "H", "H", "H", "H", "H"],
  "xyz": [[-0.11, 0.57, 0.36], [2.97, -1.15, 1.50], [4.08, -1.83, 1.93], [2.53, -1.59, 0.32], [1.84, -1.23, 2.36], [3.09, 0.24, 1.38], [-1.80, 2.54, 3.19], [-2.30, 2.31, 1.94], [-0.46, 2.50, 3.11], [-2.31, 3.72, 3.72], [-2.07, 1.51, 4.06], [-1.44, -0.09, -3.22], [-2.47, -1.07, -3.37], [-0.36, -0.63, -2.60], [-1.16, 0.41, -4.47], [-1.91, 0.93, -2.41], [-2.64, -4.67, 1.69], [-1.80, -3.73, 0.73], [-2.22, -2.42, 1.00], [-3.73, -4.73, 1.69], [-2.22, -4.49, 2.68], [-2.34, -5.67, 1.40], [-2.03, -3.85, -0.33], [-0.72, -3.83, 0.88], [-3.18, -2.39, 0.95], [2.98, 2.46, -2.61], [2.49, 3.70, -1.86], [1.37, 3.35, -1.05], [2.23, 2.15, -3.34], [3.16, 1.58, -2.00], [3.91, 2.65, -3.14], [2.27, 4.48, -2.59], [3.31, 4.09, -1.26], [1.03, 4.16, -0.66]],
  "e_homo_ev": -8.722,
  "largest_force_ev_per_a": 3.80,
  "total_charge": -1,
  "e_lumo_ev": 0.92,
  "e_above_lowest_kcal_mol": 124.5
}



# 2
{
  "formula": "C4H13N",
  "method": "ωB97M-V/def2-TZVPD",
  "symbols": ["C", "N", "C", "H", "H", "H", "H", "H", "H", "H", "C", "C", "H", "H", "H", "H", "H", "H"],
  "xyz": [[1.56, -1.34, 0.99], [1.77, -0.22, 1.87], [1.60, 1.08, 1.27], [2.48, -1.69, 0.44], [1.09, -2.13, 1.56], [0.86, -1.08, 0.19], [2.68, -0.35, 2.29], [2.00, 1.10, 0.21], [2.14, 1.88, 1.81], [0.61, 1.54, 1.19], [-2.19, 0.89, -1.48], [-2.10, -0.65, -1.46], [-2.26, 1.36, -2.49], [-1.25, 1.31, -1.04], [-2.93, 1.38, -0.85], [-1.23, -0.82, -2.12], [-1.86, -1.12, -0.50], [-2.97, -1.13, -1.88]],
  "e_homo_ev": -8.653,
  "smiles": "CNC.CC",
  "largest_force_ev_per_a": 2.26,
  "e_lumo_ev": 1.07,
  "e_above_lowest_kcal_mol": 15.9
}



# 3
{
  "formula": "C30H30FeN5O4S2Si",
  "method": "ωB97M-V/def2-TZVPD",
  "symbols": ["Fe", "O", "C", "O", "C", "C", "N", "N", "C", "C", "O", "O", "H", "H", "H", "S", "C", "C", "C", "C", "C", "C", "N", "C", "C", "C", "C", "C", "C", "C", "H", "H", "H", "H", "H", "H", "H", "H", "C", "Si", "C", "C", "C", "C", "C", "C", "C", "H", "H", "H", "H", "H", "H", "H", "H", "H", "H", "H", "C", "N", "C", "C", "N", "C", "S", "H", "H", "H", "H", "H", "H", "H", "H"],
  "xyz": [[-0.36, -0.22, 0.02], [-6.19, 0.68, 0.27], [-5.97, -0.61, 0.42], [-6.87, -1.42, 0.54], [-4.55, -1.05, 0.49], [-4.17, -2.33, 0.80], [-2.83, -2.34, 0.84], [-2.30, -1.15, 0.58], [-3.32, -0.35, 0.36], [-3.02, 1.08, -0.05], [-3.96, 1.90, 0.01], [-1.84, 1.32, -0.39], [-5.33, 1.20, 0.17], [-4.78, -3.20, 1.00], [-2.21, -3.10, 1.08], [2.30, 1.72, -2.74], [3.08, 2.23, -1.26], [4.13, 3.11, -1.10], [4.63, 3.36, 0.18], [4.06, 2.72, 1.27], [2.99, 1.84, 1.13], [2.48, 1.59, -0.15], [1.44, 0.75, -0.45], [1.23, 0.65, -1.80], [0.29, -0.21, -2.39], [-0.20, 0.09, -3.72], [-1.18, -0.64, -4.29], [-1.77, -1.76, -3.62], [-1.28, -2.11, -2.39], [-0.24, -1.41, -1.73], [4.58, 3.59, -1.97], [5.46, 4.03, 0.31], [4.45, 2.91, 2.27], [2.55, 1.33, 1.98], [0.20, 0.95, -4.24], [-1.55, -0.37, -5.28], [-2.57, -2.32, -4.07], [-1.69, -3.00, -1.91], [0.85, -4.11, -1.39], [0.83, -2.46, -0.47], [0.37, -3.11, 1.27], [2.65, -1.97, -0.46], [3.37, -1.96, -1.66], [4.70, -1.55, -1.70], [5.34, -1.16, -0.53], [4.64, -1.17, 0.67], [3.31, -1.56, 0.70], [1.60, -4.77, -0.93], [1.09, -3.98, -2.45], [-0.12, -4.62, -1.33], [1.32, -3.34, 1.78], [-0.16, -4.07, 1.18], [-0.19, -2.43, 1.91], [2.87, -2.24, -2.59], [5.23, -1.53, -2.64], [6.37, -0.83, -0.56], [5.13, -0.83, 1.58], [2.76, -1.50, 1.64], [-3.00, 1.55, 3.61], [-2.01, 2.34, 2.90], [-2.37, 3.65, 2.35], [-1.27, 3.90, 1.32], [-0.31, 2.84, 1.62], [-0.86, 1.87, 2.38], [-0.19, 0.33, 2.58], [-3.29, 2.06, 4.53], [-2.57, 0.58, 3.85], [-3.89, 1.41, 2.99], [-2.39, 4.40, 3.14], [-3.35, 3.59, 1.88], [-0.81, 4.88, 1.44], [-1.65, 3.80, 0.30], [0.34, 2.52, 0.91]],
  "s_squared": 6.084,
  "e_homo_ev": [-2.103, -3.025],
  "largest_force_ev_per_a": 0.97,
  "total_charge": -1,
  "e_lumo_ev": [2.49, 2.49],
  "multiplicity": 5,
  "e_above_lowest_kcal_mol": 10.9
}